Record 1
Here is the molecule C21H25N3O3S from the Open Molecules 2025 dataset. Energies are from ωB97M-V/def2-TZVPD.

The HOMO-LUMO gap comes out at 9.352 eV. The calculation puts the LUMO energy at 0.6 eV. For the molar mass, the calculation gives 399.5 g mol⁻¹. The energy above the lowest of the compared OMol25 structures with the same formula, charge and spin comes out at 124.9 kJ/mol. The energy comes out at -1603.44663 a.u. As for the structure (SMILES): CSCC(=O)N1CCC(Oc2cccc(C(=O)NCc3ccccn3)c2)CC1. As for the spin multiplicity: 1.

```
53
Properties=species:S:1:pos:R:3:forces:R:3
C 5.86688 1.26710 2.75892 0.1 -0.3 -0.3
S 5.89349 -0.39476 2.03522 0.1 0.0 0.0
C 6.82645 -0.02015 0.51068 -0.2 0.1 0.5
C 6.01646 0.87706 -0.40447 0.4 -0.2 0.1
O 6.32430 2.04816 -0.53943 0.1 0.3 0.1
N 4.95839 0.33391 -1.04500 -0.2 0.0 -0.3
C 4.42304 -0.99634 -0.87661 -0.2 -0.2 0.3
C 3.04657 -0.93295 -0.21109 -0.2 0.0 -0.3
C 2.10099 -0.05608 -1.03904 0.5 0.1 0.0
O 0.85806 0.13758 -0.38785 -0.2 0.0 0.1
C -0.09495 -0.83352 -0.41345 -0.2 -0.1 0.0
C -0.00410 -2.05008 -1.08206 0.3 0.2 0.0
C -1.06009 -2.94623 -1.02881 -0.1 0.0 0.1
C -2.20686 -2.64834 -0.32246 -0.1 0.0 0.0
C -2.31489 -1.42604 0.33696 0.3 -0.2 -0.2
C -3.57260 -1.15208 1.09422 0.1 0.2 0.0
O -4.24727 -2.04077 1.57939 -0.1 -0.2 0.0
N -3.90228 0.15718 1.20286 0.1 0.3 0.0
C -5.12100 0.59125 1.85317 -0.1 -0.1 0.1
C -6.21105 0.86713 0.84790 0.0 -0.2 0.0
C -6.78618 -0.17388 0.12425 -0.1 0.1 -0.1
C -7.76438 0.13046 -0.80591 0.1 0.0 0.1
C -8.13317 1.45657 -0.97883 0.0 0.0 0.0
C -7.49659 2.41767 -0.21005 -0.3 0.0 -0.3
N -6.55752 2.13489 0.67656 0.3 0.2 0.4
C -1.25892 -0.53000 0.29438 0.1 -0.1 -0.1
C 2.73078 1.32584 -1.22115 -0.1 -0.3 -0.1
C 4.11353 1.18934 -1.85444 -0.1 0.4 0.0
H 5.51918 1.97782 2.01537 0.0 0.1 0.0
H 5.18443 1.23495 3.60170 0.0 0.0 0.1
H 6.86643 1.52872 3.09550 0.0 0.1 0.0
H 7.73555 0.50937 0.79634 -0.1 0.0 -0.2
H 7.08589 -0.97192 0.05211 0.0 0.0 0.0
H 5.08556 -1.61004 -0.27118 0.0 0.0 -0.1
H 4.33051 -1.45542 -1.86953 0.1 -0.1 0.1
H 2.64412 -1.94034 -0.10097 0.0 0.0 0.0
H 3.14527 -0.49996 0.78576 0.0 0.0 0.0
H 1.94112 -0.50645 -2.03058 0.0 0.0 0.1
H 0.87854 -2.31830 -1.64101 0.1 0.0 0.0
H -0.97436 -3.89067 -1.54531 0.0 -0.1 0.0
H -3.02743 -3.34577 -0.26431 -0.1 -0.1 0.0
H -3.39958 0.84375 0.66463 0.0 -0.1 0.0
H -5.42442 -0.22092 2.51961 0.1 0.2 0.0
H -4.92367 1.49836 2.42846 -0.1 -0.1 0.0
H -6.46815 -1.18977 0.30005 0.0 -0.1 0.0
H -8.23501 -0.65167 -1.38417 0.0 -0.1 0.0
H -8.89420 1.73645 -1.69057 -0.1 0.0 0.0
H -7.74420 3.46716 -0.30483 -0.1 0.1 -0.1
H -1.28547 0.40873 0.82609 0.0 0.1 0.1
H 2.09049 1.94577 -1.84868 0.0 0.0 0.0
H 2.81444 1.80251 -0.24364 0.0 0.0 0.0
H 4.60099 2.16247 -1.92901 -0.1 -0.2 -0.1
H 4.02686 0.75224 -2.85569 0.0 0.0 0.0
```
Forces are in eV/Å.

So, what does the Löwdin scheme give us? The charges, in e, come out as: atom 1 (C): -0.380, atom 2 (S): 0.822, atom 3 (C): -0.381, atom 4 (C): -0.534, atom 5 (O): 0.046, atom 6 (N): -0.061, atom 7 (C): -0.155, atom 8 (C): -0.105, atom 9 (C): -0.335, atom 10 (O): -0.010, atom 11 (C): -0.244, atom 12 (C): -0.017, atom 13 (C): -0.064, atom 14 (C): -0.027, atom 15 (C): -0.130, atom 16 (C): -0.454, atom 17 (O): 0.063, atom 18 (N): 0.079, atom 19 (C): -0.115, atom 20 (C): -0.273, atom 21 (C): -0.012, atom 22 (C): -0.065, atom 23 (C): -0.070, atom 24 (C): -0.149, atom 25 (N): 0.101, atom 26 (C): 0.050, atom 27 (C): -0.091, atom 28 (C): -0.126, atom 29 (H): 0.032, atom 30 (H): 0.031, atom 31 (H): 0.038, atom 32 (H): 0.088, atom 33 (H): 0.077, atom 34 (H): 0.093, atom 35 (H): 0.134, atom 36 (H): 0.118, atom 37 (H): 0.109, atom 38 (H): 0.151, atom 39 (H): 0.104, atom 40 (H): 0.107, atom 41 (H): 0.115, atom 42 (H): 0.137, atom 43 (H): 0.127, atom 44 (H): 0.122, atom 45 (H): 0.111, atom 46 (H): 0.106, atom 47 (H): 0.098, atom 48 (H): 0.103, atom 49 (H): 0.124, atom 50 (H): 0.125, atom 51 (H): 0.132, atom 52 (H): 0.123, atom 53 (H): 0.132

=====

Record 2
Here is the molecule C3H8N2OS from the Open Molecules 2025 dataset. Energies are from ωB97M-V/def2-TZVPD.

The HOMO-LUMO gap comes out at 9.547 eV. The calculation puts the LUMO energy at 0.6 eV. For the molar mass, the calculation gives 120.2 g mol⁻¹. The energy above the lowest of the compared OMol25 structures with the same formula, charge and spin comes out at 294.2 kJ/mol. The energy comes out at -701.96547 a.u. As for the structure (SMILES): C/N=C(/NO)SC. As for the spin multiplicity: 1.

```
15
Properties=species:S:1:pos:R:3:forces:R:3
C 1.82068 -1.79114 0.13661 0.7 -0.6 0.9
N 1.47228 -0.38068 0.05683 -0.9 -0.5 -0.3
C 0.27597 0.05917 -0.04917 1.4 0.2 0.0
N 0.13208 1.43438 -0.02610 -0.1 0.3 0.6
O 1.31002 2.16947 0.05106 0.2 0.0 -0.1
S -1.17484 -0.89294 -0.22217 -0.3 -0.3 0.2
C -2.47671 0.27049 0.28271 1.2 -0.6 1.8
H 1.18768 -2.52887 0.71862 0.0 1.2 -0.6
H 2.03273 -2.24160 -0.83823 -0.3 0.2 -0.1
H 2.79607 -1.80532 0.64856 -0.3 -0.1 -0.1
H -0.46612 1.90961 -0.67086 -0.5 -0.3 -0.4
H 1.97970 1.59076 -0.36244 0.0 -0.1 0.2
H -2.59520 0.97163 -0.48004 -0.7 1.1 -1.1
H -2.23674 0.78612 1.24108 0.0 -0.5 -0.7
H -3.33098 -0.35803 0.45349 -0.6 -0.1 -0.2
```
Forces are in eV/Å.

So, what does the Löwdin scheme give us? The charges, in e, come out as: atom 1 (C): -0.168, atom 2 (N): -0.043, atom 3 (C): -0.718, atom 4 (N): -0.085, atom 5 (O): -0.042, atom 6 (S): 0.925, atom 7 (C): -0.380, atom 8 (H): 0.081, atom 9 (H): 0.071, atom 10 (H): 0.066, atom 11 (H): 0.119, atom 12 (H): 0.084, atom 13 (H): 0.001, atom 14 (H): 0.065, atom 15 (H): 0.024

=====

Record 3
Here is the ion H2N5O2 with charge -1 from the Open Molecules 2025 dataset. Energies are from ωB97M-V/def2-TZVPD.

The HOMO-LUMO gap (spin up / spin down) comes out at 7.416 / 7.415 eV. The calculation puts the LUMO energy (spin up / spin down) at 5.1 / 5.1 eV. As for the total charge: -1. For the molar mass, the calculation gives 104.0 g mol⁻¹. The energy above the lowest of the compared OMol25 structures with the same formula, charge and spin comes out at 292.0 kJ/mol. The energy comes out at -425.23162 a.u. As for the structure (SMILES): [O-]N1NNN=[N+]1[O-]. As for the spin multiplicity: 1.

```
9
Properties=species:S:1:pos:R:3:forces:R:3
O -0.17911 -1.33568 2.36796 -0.9 -0.2 2.2
N 0.16917 -1.13665 1.18884 1.7 2.1 -1.5
N 0.07609 0.26015 0.66449 -0.4 -0.8 0.1
N -0.00902 -0.06336 -0.78407 1.3 3.4 0.2
N -0.35967 -1.38459 -0.98299 -0.2 -0.7 -0.2
N -0.31162 -1.93902 0.16757 0.1 -0.5 0.3
O -0.47132 -3.14201 0.41966 -0.5 0.1 -0.4
H -0.73572 0.83554 1.20432 1.0 -2.1 -1.9
H 0.96317 0.19950 -1.20680 -2.0 -1.3 1.3
```
Forces are in eV/Å.

So, what does the Löwdin scheme give us? The charges, in e, come out as: atom 1 (O): -0.220, atom 2 (N): -0.342, atom 3 (N): -0.044, atom 4 (N): -0.161, atom 5 (N): -0.023, atom 6 (N): -0.356, atom 7 (O): -0.078, atom 8 (H): 0.114, atom 9 (H): 0.111

=====

Record 4
Here is a cluster of 10 separate species, H20O10 in total from the Open Molecules 2025 dataset. Energies are from ωB97M-V/def2-TZVPD.

The HOMO-LUMO gap comes out at 10.743 eV. The calculation puts the LUMO energy at -0.4 eV. For the molar mass, the calculation gives 180.1 g mol⁻¹. The energy above the lowest of the compared OMol25 structures with the same formula, charge and spin comes out at 434.5 kJ/mol. The energy comes out at -764.31643 a.u. As for the structure (SMILES): O.O.O.O.O.O.O.O.O.O. As for the spin multiplicity: 1.

```
30
Properties=species:S:1:pos:R:3:forces:R:3
O 0.18438 -0.46202 -0.03032 0.0 2.3 0.8
H -0.32271 -0.54642 -0.82084 -0.6 -0.6 -1.0
H 0.12370 0.55994 0.06909 0.9 -2.9 0.1
O -3.53377 -2.03465 -0.39618 -2.5 1.1 -2.7
H -2.96045 -2.18507 0.28301 2.5 -0.7 2.9
H -3.39672 -2.72029 -1.04345 0.1 -0.3 -0.2
O 2.61020 0.20859 2.63047 0.8 2.5 -0.9
H 3.01332 0.78204 1.93655 -0.4 -0.8 0.8
H 2.74577 -0.70919 2.38728 0.4 0.0 0.2
O 0.23250 1.41973 -2.36789 0.1 1.8 1.4
H 0.55388 2.20976 -1.80341 -0.4 -2.1 -1.6
H 0.91470 1.13858 -2.98254 0.3 0.4 0.1
O -3.28590 1.90205 -1.72323 -0.5 -1.4 0.9
H -2.78366 2.48156 -2.25398 0.9 1.2 -0.9
H -2.95765 1.03138 -1.99289 -0.3 0.1 0.2
O 3.52299 0.46956 -1.04746 1.0 -2.3 0.6
H 2.72140 0.97496 -1.05586 -1.0 -0.2 0.3
H 3.35261 -0.46773 -0.69956 -0.1 2.4 -0.8
O 0.68080 -3.29405 -1.26027 -0.5 3.2 -1.4
H 1.46873 -3.74758 -1.06238 1.5 -1.1 0.4
H 1.02581 -2.40743 -1.63589 -1.0 -2.1 1.0
O 0.56269 1.99623 0.65300 3.8 1.2 0.7
H -0.32781 2.18556 0.68368 -3.2 1.1 0.4
H 1.01360 2.61023 1.29567 -0.8 -1.1 -0.9
O 1.74530 -1.98711 2.86415 0.3 -1.9 -1.4
H 1.13733 -1.24997 2.90709 -0.4 0.2 -0.1
H 1.86159 -2.18225 1.89497 -0.8 0.1 1.4
O -3.68436 1.46476 1.71916 3.4 -0.9 1.0
H -3.47441 1.36891 0.78821 -0.6 0.2 -0.8
H -2.74385 1.18996 2.06381 -2.8 0.7 -0.4
```
Forces are in eV/Å.

So, what does the Löwdin scheme give us? The charges, in e, come out as: atom 1 (O): -0.099, atom 2 (H): -0.010, atom 3 (H): 0.003, atom 4 (O): -0.008, atom 5 (H): -0.023, atom 6 (H): 0.036, atom 7 (O): -0.090, atom 8 (H): 0.047, atom 9 (H): -0.021, atom 10 (O): -0.083, atom 11 (H): 0.080, atom 12 (H): 0.039, atom 13 (O): -0.033, atom 14 (H): 0.005, atom 15 (H): 0.043, atom 16 (O): -0.073, atom 17 (H): -0.017, atom 18 (H): 0.077, atom 19 (O): -0.069, atom 20 (H): -0.006, atom 21 (H): 0.072, atom 22 (O): -0.027, atom 23 (H): 0.013, atom 24 (H): 0.122, atom 25 (O): -0.067, atom 26 (H): 0.040, atom 27 (H): 0.073, atom 28 (O): -0.093, atom 29 (H): -0.015, atom 30 (H): 0.083